1.
Here is C11H15F6N3O4S2SiTl as an isolated structure from OMol25. Energies are from ωB97M-V/def2-TZVPD.

Last column: Löwdin charge in e.
Element x y z (Å)
Tl  0.195  0.624  -2.076  0.86
C  4.032  -1.328  -2.461  -0.04
C  3.757  -0.644  -1.148  -0.36
C  4.674  -0.696  -0.111  -0.08
C  4.350  -0.023  1.068  -0.10
C  3.167  0.660  1.178  -0.04
C  2.264  0.683  0.080  -0.48
N  2.606  0.015  -1.058  0.04
N  1.080  1.305  0.052  -0.18
Si  0.206  1.974  1.367  0.34
C  1.022  3.513  2.096  -0.18
C  -0.061  0.733  2.750  -0.16
C  -1.462  2.504  0.709  -0.17
H  4.562  -2.269  -2.313  0.07
H  4.652  -0.691  -3.095  0.08
H  3.097  -1.520  -2.985  0.07
H  5.597  -1.250  -0.216  0.09
H  5.036  -0.045  1.908  0.10
H  2.910  1.178  2.091  0.08
H  2.028  3.328  2.477  0.01
H  0.421  3.905  2.920  0.02
H  1.097  4.295  1.337  0.02
H  0.865  0.472  3.264  0.02
H  -0.485  -0.180  2.328  0.02
H  -0.763  1.117  3.493  0.03
H  -1.357  3.189  -0.135  0.03
H  -2.025  3.024  1.487  0.03
H  -2.063  1.656  0.378  0.01
F  -5.380  -0.432  -0.342  0.14
C  -5.319  -0.593  -1.661  -0.68
F  -5.937  -1.737  -1.971  0.13
F  -5.997  0.409  -2.236  0.12
S  -3.581  -0.595  -2.280  0.53
O  -3.029  0.644  -1.795  -0.37
O  -3.735  -0.792  -3.689  -0.28
N  -2.955  -1.873  -1.616  -0.29
S  -2.127  -1.827  -0.275  0.56
O  -2.829  -1.358  0.884  -0.27
O  -0.761  -1.386  -0.445  -0.41
C  -1.972  -3.651  -0.047  -0.68
F  -3.167  -4.226  0.090  0.13
F  -1.268  -3.885  1.065  0.13
F  -1.340  -4.228  -1.067  0.14

Spin multiplicity: 1
Total charge: -1



2.
Here is C33H22N3S2Sn as an isolated structure in a non-equilibrium geometry from OMol25. Energies are from ωB97M-V/def2-TZVPD.

Last column: Löwdin charge in e.
Element x y z (Å)
Sn  -13.796  -17.213  0.712  1.15
S  -12.218  -11.230  -3.252  1.09
C  -11.141  -11.502  -4.570  -0.37
C  -10.647  -12.772  -4.559  -0.17
C  -11.153  -13.559  -3.514  -0.10
C  -12.031  -12.842  -2.733  -0.49
C  -12.645  -13.249  -1.460  -0.17
C  -12.829  -14.611  -1.131  -0.02
N  -13.586  -14.978  -0.120  0.00
C  -14.112  -14.049  0.701  -0.19
C  -13.931  -12.710  0.513  -0.11
C  -14.666  -11.783  1.368  0.03
C  -15.341  -12.219  2.467  0.02
C  -15.576  -13.644  2.642  -0.10
C  -16.638  -14.134  3.394  0.06
C  -16.885  -15.496  3.464  -0.18
C  -16.095  -16.316  2.710  -0.06
N  -15.159  -15.852  1.841  -0.07
C  -14.951  -14.514  1.744  -0.16
C  -17.883  -16.085  4.412  -0.52
C  -18.424  -17.327  4.312  -0.14
C  -19.235  -17.646  5.406  -0.16
C  -19.395  -16.565  6.276  -0.34
S  -18.396  -15.220  5.782  1.07
C  -13.269  -12.333  -0.660  0.03
H  -10.810  -10.704  -5.173  0.06
H  -9.875  -13.185  -5.248  0.13
H  -10.753  -14.477  -3.265  0.09
H  -12.416  -15.443  -1.639  0.11
H  -14.596  -10.732  1.169  0.12
H  -15.840  -11.544  3.127  0.12
H  -17.233  -13.510  3.974  0.10
H  -16.018  -17.386  2.843  0.12
H  -18.146  -18.085  3.539  0.13
H  -19.757  -18.601  5.409  0.11
H  -20.046  -16.455  7.109  0.06
H  -12.999  -11.312  -0.807  0.10
N  -14.633  -17.677  -1.093  -0.13
C  -15.294  -18.514  -1.785  -0.32
C  -16.367  -19.409  -1.210  -0.21
C  -16.365  -20.739  -1.480  -0.02
C  -17.317  -21.541  -0.794  -0.06
C  -18.228  -20.949  0.025  -0.13
C  -18.263  -19.603  0.286  -0.09
C  -17.344  -18.799  -0.407  -0.04
C  -15.008  -18.704  -3.275  -0.19
C  -13.715  -18.502  -3.741  -0.06
C  -13.318  -18.785  -5.043  -0.05
C  -14.373  -19.075  -5.962  -0.08
C  -15.672  -19.150  -5.541  -0.07
C  -15.984  -18.986  -4.179  -0.04
H  -15.698  -21.195  -2.151  0.11
H  -17.333  -22.620  -1.006  0.12
H  -18.994  -21.686  0.458  0.14
H  -19.193  -19.146  0.706  0.12
H  -17.468  -17.702  -0.397  0.12
H  -12.996  -18.191  -2.968  0.10
H  -12.268  -18.641  -5.317  0.11
H  -14.064  -19.300  -6.971  0.10
H  -16.476  -19.217  -6.250  0.10
H  -17.018  -19.038  -3.925  0.11

Spin multiplicity: 1
Total charge: +1



3.
Here is a 2-piece molecular cluster, C5H12N2O overall in a non-equilibrium geometry from OMol25. Energies are from ωB97M-V/def2-TZVPD.

Last column: Löwdin charge in e.
Element x y z (Å)
O  0.325  3.127  -1.276  0.09
C  -0.207  2.069  -1.006  -0.45
N  0.380  -2.071  0.847  -0.24
C  -0.290  -3.318  1.020  -0.27
C  1.773  -2.183  1.145  -0.26
C  -0.093  1.514  0.334  -0.03
C  -1.085  1.387  -2.025  0.00
N  -0.739  0.470  0.777  0.17
H  0.007  -4.159  0.371  0.06
H  -0.183  -3.732  2.048  0.06
H  -1.373  -3.183  0.925  0.05
H  2.340  -1.434  0.579  0.05
H  2.180  -3.127  0.739  0.07
H  2.117  -2.138  2.194  0.06
H  0.404  2.104  1.097  0.14
H  -0.745  1.715  -2.999  0.09
H  -1.145  0.310  -1.877  0.08
H  -2.096  1.742  -1.796  0.10
H  -0.772  0.391  1.782  0.12
H  -0.719  -0.423  0.248  0.10

Spin multiplicity: 1
Total charge: 0



4.
Here is one molecule with the formula FH3P2 in a non-equilibrium geometry from OMol25. Energies are from ωB97M-V/def2-TZVPD.

Last column: Löwdin charge in e.
Element x y z (Å)
F  1.614  -2.041  0.343  -0.50
P  -0.621  -0.271  0.575  0.45
P  1.320  -0.605  -0.370  0.51
H  -0.622  0.888  -0.171  -0.20
H  0.008  0.095  1.815  -0.15
H  0.815  -1.437  -1.391  -0.11

SMILES: F[PH]#[PH2]
Spin multiplicity: 1
Total charge: 0



Number 1: Kohn-Sham gap 0.270 Eh, highest occupied orbital energy -4.8 eV. Number 2: Kohn-Sham gap 0.255 Eh, highest occupied orbital energy -10.8 eV. Number 3: Kohn-Sham gap 0.146 Eh, highest occupied orbital energy -6.1 eV. Number 4: Kohn-Sham gap 0.362 Eh, highest occupied orbital energy -9.2 eV.